The following is a quantum chemistry calculation of a molecular structure, C34H22BrCl2NO3PV in a non-equilibrium geometry, from OMol25.

XYZ file:
```
65
Properties=species:S:1:pos:R:3:forces:R:3:nbo_charge:R:1
H 2.51152 -1.36216 6.08197 -0.008 0.004 -0.018 0.207
C -2.93417 1.79921 -2.97393 -0.035 -0.142 -0.184 -0.080
Cl -4.07365 1.45695 -4.26591 0.120 0.018 0.114 -0.048
H -0.56387 -2.73349 3.43852 -0.001 0.008 0.000 0.206
H 3.29220 0.23379 4.34438 -0.017 -0.019 -0.015 0.223
C 1.01625 -3.34321 0.33646 0.001 -0.071 -0.034 -0.194
C 0.74132 -1.22477 2.64335 -0.064 -0.012 -0.123 -0.322
C -0.94280 -3.94510 -1.53906 0.040 0.045 0.042 -0.155
C 2.46365 2.52095 -1.06265 0.799 0.602 -0.466 -0.346
N 0.33209 0.75000 -1.61362 -0.897 -0.500 -1.177 -0.427
H 0.61265 -2.87051 5.60771 -0.015 0.009 -0.016 0.206
C -1.88263 -0.76351 1.60902 0.017 -0.015 -0.043 -0.360
C 3.56708 1.96154 -1.74033 -0.067 0.134 0.005 -0.225
C -3.64267 0.72788 2.34363 0.068 -0.053 -0.028 -0.206
P -0.13437 -0.87995 1.04853 -0.132 0.197 0.717 0.933
H 0.22084 -1.38670 -4.18881 0.005 0.032 0.024 0.216
H -1.70503 -4.16845 -2.27573 0.010 0.015 0.009 0.202
O 2.59223 -0.12929 0.66113 0.365 -0.048 1.028 -0.701
C -4.51220 -0.34748 2.47123 0.071 -0.004 -0.027 -0.207
C 4.40592 2.68676 -2.58732 -0.098 -0.035 0.080 -0.267
H 2.91188 5.71319 -2.29171 -0.007 -0.020 0.015 0.207
C 4.15222 4.03378 -2.77306 -0.033 -0.033 0.038 -0.096
H -5.53506 -0.18716 2.79213 0.037 0.000 -0.002 0.207
C 3.09430 4.65638 -2.13578 -0.056 -0.088 0.060 -0.280
H -1.67130 1.37166 1.78816 0.021 0.006 -0.034 0.246
C 1.84918 -0.41524 2.90499 0.089 0.018 -0.192 -0.089
H -4.74555 -2.47343 2.26017 0.018 0.012 -0.001 0.205
H 5.24311 2.21683 -3.08988 -0.013 -0.009 0.015 0.205
C 2.32781 0.46535 1.77841 0.616 -0.219 0.017 0.680
C -1.15308 2.40883 -0.85041 0.541 -0.183 0.326 0.324
C -3.24081 2.75704 -2.04923 -0.100 0.193 0.153 -0.210
C -2.33649 0.52284 1.91144 -0.077 -0.013 -0.020 -0.184
H 1.79309 -3.09734 1.04971 -0.004 -0.006 0.008 0.233
Cl -2.83674 4.24457 0.19775 0.014 -0.101 -0.124 -0.021
C 2.46481 -0.43708 4.14728 0.047 -0.089 0.057 -0.184
H -2.43591 -2.83846 1.49369 -0.018 0.045 0.025 0.206
H 1.62937 -0.70460 -2.24060 0.018 -0.030 -0.001 0.214
C 0.30211 -2.10819 3.62477 -0.054 0.048 0.012 -0.132
O -0.29805 2.58361 0.09902 -1.251 0.666 -0.210 -0.712
V 1.22800 1.33522 0.10036 0.061 -0.029 -0.300 0.944
C 0.95174 -2.17405 4.85050 0.003 0.039 -0.047 -0.242
H 3.79821 0.90781 -1.59508 0.000 0.009 0.009 0.194
C -0.11537 -0.58685 -3.54036 0.153 -0.162 -0.068 -0.248
H -4.17985 3.29025 -2.12711 0.032 -0.003 0.027 0.230
H 0.18226 -5.73534 -1.92063 0.005 0.025 0.010 0.207
C 2.27564 3.89682 -1.29899 0.015 -0.094 -0.052 -0.161
H -3.97974 1.73493 2.55784 0.014 -0.023 -0.010 0.220
H -1.84273 -2.08465 -0.97226 0.016 -0.031 0.006 0.226
C -2.76524 -1.83419 1.73955 -0.034 -0.108 0.048 -0.148
C 1.10158 -4.51202 -0.41275 -0.036 0.086 0.027 -0.213
C 2.02214 -1.32730 5.11585 0.003 0.007 -0.037 -0.203
C -0.05856 -2.47366 0.16509 -0.001 0.073 -0.082 -0.326
C 0.11835 -4.82060 -1.34330 0.001 0.038 0.022 -0.237
O 2.31640 1.72188 1.90852 0.018 -0.688 0.338 -0.634
C -2.37085 3.05961 -0.99335 -0.260 0.063 -0.094 -0.129
H 1.94156 -5.18060 -0.26933 -0.006 0.013 0.007 0.210
C -1.72518 1.07079 -2.89443 0.085 0.014 -0.055 -0.114
C 0.68781 -0.21373 -2.45091 -0.127 0.331 0.150 0.043
C -4.07059 -1.63048 2.16921 0.063 0.054 -0.023 -0.241
H -1.94006 -0.25635 -4.59770 0.001 0.029 0.026 0.222
C -1.30981 0.03390 -3.76717 -0.126 0.121 0.032 -0.165
H 1.44652 4.40364 -0.81116 0.017 -0.002 -0.009 0.190
Br 5.28673 5.05263 -3.93076 0.012 0.010 -0.011 -0.030
C -1.02331 -2.77468 -0.79725 -0.010 0.000 -0.088 -0.229
C -0.85491 1.40198 -1.83979 0.155 -0.134 0.145 0.161
```
Forces are in eV/Å.

As for the total energy: -173315.8444 eV. Its total charge is -1. Its expectation value of S² is 3.7773. Its spin multiplicity is 4. The HOMO energy (alpha / beta) is -3.21 / -4.88 eV. For the gap between HOMO and LUMO (alpha / beta), the calculation gives 0.207 / 0.268 Eh.


The following is a quantum chemistry calculation of C4H4N2 in the gas phase, from OMol25.

XYZ file:
```
10
Properties=species:S:1:pos:R:3:forces:R:3:nbo_charge:R:1
H -1.91893 -0.93561 0.28302 0.143 0.044 0.057 0.205
H -1.50286 1.58846 0.11958 0.098 -0.124 -0.098 0.222
C -0.61558 0.95920 0.19530 -0.165 0.044 0.187 -0.301
C -0.90819 -0.57819 0.09386 0.247 -0.226 -0.048 0.094
C 1.21698 0.38055 -0.67494 -0.365 0.033 0.008 0.380
H -0.15565 1.09614 1.18743 -0.152 0.052 -0.046 0.214
C 1.35361 -0.86467 -0.26590 0.219 0.137 -0.023 -0.294
N 0.01302 -1.42658 -0.12111 -0.389 0.311 0.024 -0.353
N 0.31281 1.20095 -0.90668 0.477 -0.321 0.085 -0.405
H 2.20478 -1.42025 0.08943 -0.112 0.050 -0.146 0.238
```
Forces are in eV/Å.

As for the structure (SMILES): C1=CN=CCN=1. As for the total energy: -7189.2710 eV. The HOMO energy (alpha / beta) is -8.61 / -8.61 eV. For the relative energy (zero: lowest compared OMol25 entry of this formula, charge and spin), the calculation gives 3.418 eV. For the gap between HOMO and LUMO (alpha / beta), the calculation gives 0.299 / 0.299 Eh.


The following is a quantum chemistry calculation of a molecular structure, C55H41BrN3NaO3P2S2 in a non-equilibrium geometry, from OMol25.

XYZ file:
```
108
Properties=species:S:1:pos:R:3:forces:R:3:lowdin_charge:R:1
C -5.52974 -2.75486 1.15851 0.010 -0.056 0.037 -0.091
C -2.43134 3.24134 3.29586 0.051 -0.010 0.020 -0.056
C -1.14162 2.95337 3.70607 0.031 -0.048 -0.022 -0.069
H -3.18991 -0.45340 3.17747 -0.004 0.001 -0.006 0.102
H -4.01708 2.75943 1.97055 0.010 0.006 0.028 0.100
H 0.68683 8.21616 0.33370 0.012 0.024 0.017 0.101
C 0.92634 -2.16015 4.71794 -0.016 0.018 -0.050 -0.073
C -7.02413 2.29834 0.53919 -0.007 0.040 -0.035 -0.085
C -4.04280 -0.85223 1.24585 0.014 0.007 -0.066 -0.392
C 0.45828 7.17498 0.15051 -0.040 -0.093 -0.041 -0.088
C -0.31465 6.82785 -0.94564 0.023 0.043 0.037 -0.139
C 1.40471 -1.04534 -6.70188 -0.085 0.015 -0.006 -0.030
H -6.18850 -3.39737 0.59029 -0.037 -0.030 -0.018 0.102
Br -1.66216 5.14435 -2.73843 0.019 0.134 -0.060 0.790
N 2.36978 -0.02372 -1.07129 -0.039 0.069 -0.012 0.144
H -7.93105 2.20169 1.11913 -0.061 -0.009 0.041 0.100
H 2.95431 -0.56684 -4.72658 -0.103 0.011 0.030 0.131
C 0.05201 -1.47244 2.57458 0.098 0.176 -0.014 -0.338
C -0.14975 -5.90334 0.67428 0.036 0.018 -0.073 -0.089
C 1.13289 -0.22326 -5.62183 -0.044 0.039 0.020 -0.249
C -6.94576 3.23703 -0.47966 -0.020 0.018 0.002 -0.090
C -0.00403 -3.76130 3.20023 0.036 -0.209 0.117 -0.075
C -0.24618 -3.21169 -0.64887 0.127 0.143 -0.099 -0.395
H 0.77283 -4.26145 5.12496 0.013 -0.050 0.055 0.106
H 6.14323 0.45806 -1.75387 0.020 -0.004 0.007 0.108
H 1.01210 4.06206 1.35315 0.001 -0.021 0.006 0.110
C 0.63519 4.85862 0.72571 0.096 0.011 0.142 -0.022
C 0.93736 6.18142 0.99510 -0.044 0.011 -0.067 -0.080
C -0.11301 0.39232 -5.51045 0.006 -0.157 -0.025 -0.442
H -1.90639 -3.59331 -1.95516 -0.040 -0.015 0.014 0.107
C -0.15862 4.49201 -0.35709 0.117 -0.106 0.136 -0.147
H -3.29720 -5.18299 1.64516 -0.193 0.134 0.048 0.084
C 3.25587 -0.09776 -0.09535 0.173 0.020 0.135 -0.127
H 1.86174 -3.03830 -3.89708 -0.001 -0.021 -0.016 0.096
H -0.68349 7.58495 -1.62261 -0.002 0.022 -0.008 0.090
H -1.53177 -0.76223 -8.35749 -0.050 -0.010 -0.047 0.103
H 0.98222 -0.16095 3.98674 -0.001 -0.002 0.008 0.090
C -4.76367 1.59119 0.07615 0.064 -0.002 -0.029 -0.375
C -5.93818 1.48422 0.81628 -0.031 -0.106 0.082 -0.098
H -5.70796 4.09125 -2.00880 0.003 0.044 -0.048 0.102
C -4.88552 -1.70488 0.53291 0.002 0.023 -0.029 -0.118
C 1.87575 -2.89717 -1.75250 -0.085 -0.165 -0.061 -0.092
C 1.11708 -2.95266 -0.59296 0.052 -0.040 0.071 -0.105
O -1.57370 2.72713 -1.05390 -0.192 0.419 -0.047 -0.142
H 2.85632 -0.28271 0.89507 -0.003 -0.011 0.055 0.095
H -0.25005 -4.79424 2.99242 -0.001 0.095 0.073 0.094
H 2.36913 -1.53087 -6.77267 0.077 -0.031 -0.009 0.112
H 1.59464 -2.78047 0.36864 -0.025 -0.025 -0.078 0.108
C -1.27131 -5.13108 0.97934 -0.030 -0.152 0.026 -0.399
C 5.08878 0.31015 -1.56371 -0.028 -0.025 0.123 -0.057
S -0.46073 1.43201 -4.12318 0.150 -0.031 -0.219 1.028
C -1.06896 0.17767 -6.48938 0.034 -0.039 0.044 -0.096
H -2.04015 0.64243 -6.39094 -0.066 0.032 0.018 0.108
C -1.09756 1.11098 2.15511 0.071 -0.077 -0.099 -0.347
P -1.34951 -3.30790 0.80428 -0.015 0.148 -0.222 1.145
C -2.45497 -7.15282 1.56673 -0.034 -0.017 0.023 -0.084
C -0.28841 -2.79050 2.23740 -0.266 0.006 0.060 -0.308
C 0.67881 -1.17674 3.77517 0.070 0.026 0.173 -0.090
H 4.48702 0.64967 -3.59967 0.011 -0.011 -0.064 0.112
C 1.27380 -3.08748 -2.98831 0.094 -0.003 0.042 -0.093
H -5.04861 -1.53429 -0.52436 0.011 0.021 -0.060 0.108
H -4.29415 -2.34406 4.27903 0.010 -0.012 0.050 0.102
C -1.33231 -7.90646 1.27027 -0.002 -0.035 0.008 -0.090
H -7.79346 3.87289 -0.69615 -0.037 0.029 -0.007 0.099
H -0.56721 -3.48519 -4.01636 0.001 0.004 -0.002 0.105
C -4.69628 2.53445 -0.94875 0.013 0.030 0.025 -0.085
Na -0.85438 0.74032 -1.24964 0.039 -0.600 -0.937 0.131
H 1.54748 6.43701 1.85069 0.018 0.010 0.026 0.099
H 5.29982 -0.02640 0.55397 0.059 0.008 0.063 0.104
H 1.39335 -1.90629 5.65898 0.024 0.011 0.032 0.106
C 0.58074 -3.46567 4.42020 0.028 0.085 -0.035 -0.068
O -0.84490 -0.69974 0.27025 0.224 -0.283 0.407 -0.614
C -2.38766 1.40372 1.69101 -0.131 -0.084 -0.066 -0.292
H -3.36034 -7.63578 1.90789 -0.035 -0.036 0.019 0.101
C -0.08880 -3.34264 -3.05505 -0.028 0.009 -0.108 -0.075
H -5.82290 -3.81299 3.00515 -0.005 -0.011 0.009 0.100
H 0.67871 -1.86589 -8.53910 0.005 -0.020 -0.032 0.103
C 1.78292 0.36948 -3.35286 0.229 -0.083 0.028 -0.351
C -4.46695 -2.16700 3.22618 0.016 0.024 -0.032 -0.083
H -0.64614 3.55958 4.45087 0.021 0.029 0.038 0.107
C -0.84056 -3.40770 -1.89381 -0.011 0.079 0.016 -0.090
C -0.47371 1.89800 3.11239 0.028 0.137 0.080 -0.100
H 0.69935 -7.86471 0.57824 0.028 -0.021 -0.007 0.102
C -2.42287 -5.77207 1.41917 0.104 -0.134 -0.017 -0.100
C 2.82415 0.21218 -2.29588 0.072 0.007 -0.167 -0.214
C 0.45071 -1.23384 -7.69274 -0.031 0.002 -0.005 -0.087
C -0.78569 -0.61929 -7.59051 0.078 -0.019 0.000 -0.089
H 0.75029 -5.42161 0.30958 -0.020 -0.029 0.030 0.105
C -5.32208 -2.98905 2.51290 0.011 -0.090 -0.012 -0.104
C 4.17039 0.39815 -2.59770 -0.134 -0.070 0.111 -0.010
C -5.77922 3.35668 -1.21906 -0.038 0.007 0.019 -0.074
C -0.62268 5.49451 -1.18470 -0.177 0.326 -0.270 -0.581
O 0.37201 2.20401 -0.12345 0.335 0.141 0.344 -0.066
C -3.02539 2.48571 2.30097 -0.072 0.051 -0.024 -0.057
H -1.35525 -8.98174 1.38232 -0.006 -0.048 -0.001 0.100
H -6.00935 0.75618 1.61536 0.002 -0.005 0.000 0.106
S -0.02345 -0.11168 1.37946 -0.275 -0.391 0.254 1.047
C -0.47217 3.02807 -0.53628 -0.118 0.300 0.132 -0.633
C 4.62465 0.05140 -0.28398 0.010 0.004 -0.155 -0.045
N 2.11727 -0.01128 -4.63571 0.142 0.196 0.054 0.127
C -0.17730 -7.27866 0.81977 -0.011 -0.018 0.013 -0.079
C -3.83948 -1.09732 2.59713 0.064 -0.003 0.083 -0.091
H -2.97061 4.07175 3.72831 -0.032 0.053 0.022 0.108
H -3.78009 2.64514 -1.51067 0.075 -0.001 -0.044 0.079
P -3.28517 0.52373 0.29977 -0.058 -0.005 0.303 1.160
H 2.93655 -2.69976 -1.68581 0.082 0.013 -0.018 0.102
N 0.70052 0.91850 -2.99438 -0.498 0.256 -0.277 -0.211
H 0.56431 1.72367 3.36158 0.026 -0.011 -0.009 0.101
```
Forces are in eV/Å.

As for the total energy: -183022.2246 eV. The HOMO energy is -7.63 eV. For the gap between HOMO and LUMO, the calculation gives 0.289 Eh.


Question: Which of these has the highest total energy?
Answer: C4H4N2